This record from OMol25 describes a cluster of 2 separate species, C4H9NO in total. The level of theory is ωB97M-V with the def2-TZVPD basis set.

Calculated values
* max |F|: 1.47 eV Å⁻¹
* DFT total energy: -287.38714 Ha
* HOMO (alpha / beta): -14.8 / -13.9 eV

```
! wB97M-V def2-TZVPD RIJCOSX def2/J DEFGRID3
* xyz 1 2
O -1.064 -0.008 1.245
C -0.826 0.532 0.219
C -0.900 2.032 -0.023
N 0.152 2.407 -0.921
H -0.530 -0.082 -0.661
H -1.862 2.181 -0.532
H -0.941 2.543 0.943
H -0.025 3.320 -1.307
H 1.043 2.462 -0.443
C 0.945 -2.460 0.896
C 0.708 -2.643 -0.395
H 1.783 -2.967 1.354
H 0.314 -1.849 1.531
H 1.309 -3.320 -0.986
H -0.106 -2.149 -0.920
*
```


This record from OMol25 describes a structure of composition C38H39Cl2N2O2S2SbV. The level of theory is ωB97M-V with the def2-TZVPD basis set.

Calculated values
* max |F|: 2.04 eV Å⁻¹
* DFT total energy: -4632.42449 Ha
* HOMO (alpha / beta): -7.8 / -7.7 eV

```
! wB97M-V def2-TZVPD RIJCOSX def2/J DEFGRID3
* xyz 0 2
V -1.105 -0.530 0.280
C -3.413 2.247 1.478
C -2.059 2.605 2.079
N -0.903 2.316 1.242
C -0.601 3.329 0.248
C -1.580 3.377 -0.926
S -1.982 1.730 -1.560
C -3.779 1.628 -1.475
C -4.300 0.810 -0.283
N -3.462 0.929 0.884
H -3.689 2.974 0.713
H -4.147 2.384 2.286
H -1.930 2.066 3.011
H -2.101 3.675 2.357
H -0.101 2.205 1.851
H 0.391 3.104 -0.143
H -0.554 4.345 0.684
H -1.108 3.953 -1.727
H -2.503 3.895 -0.670
H -4.117 1.167 -2.404
H -4.161 2.649 -1.489
H -4.320 -0.246 -0.562
H -5.345 1.123 -0.112
H -3.625 0.198 1.566
Cl 1.892 0.831 7.560
C 0.754 0.429 6.310
C 1.205 0.275 5.008
C 0.294 -0.034 4.013
C -1.055 -0.192 4.311
C -1.483 -0.045 5.630
C -0.583 0.265 6.635
C -2.092 -0.493 3.257
O -3.279 -0.618 3.537
O -1.653 -0.514 2.061
H 2.255 0.388 4.782
H 0.644 -0.179 2.998
H -2.532 -0.178 5.853
H -0.905 0.380 7.660
Cl 1.161 -4.035 -1.365
C -0.175 -4.423 -0.300
C -0.816 -5.632 -0.500
C -1.872 -5.977 0.320
C -2.264 -5.113 1.336
C -1.611 -3.911 1.521
C -0.545 -3.517 0.702
C 0.105 -2.210 0.894
H -0.481 -6.286 -1.292
H -2.380 -6.918 0.168
H -3.087 -5.375 1.986
H -1.936 -3.240 2.308
H 1.116 -2.200 0.495
H 0.172 -2.012 1.970
S -1.790 -1.545 -1.460
Sb 0.963 -0.195 -1.590
C 1.314 -1.075 -3.486
C 2.416 -0.588 -4.185
C 2.723 -1.076 -5.444
C 1.923 -2.047 -6.021
C 0.819 -2.527 -5.335
C 0.515 -2.044 -4.072
C 2.818 -0.520 -0.606
C 2.979 0.100 0.630
C 4.128 -0.084 1.380
C 5.130 -0.918 0.905
C 4.970 -1.555 -0.313
C 3.823 -1.357 -1.063
C 1.283 1.809 -2.270
C 0.686 2.247 -3.447
C 0.847 3.554 -3.878
C 1.618 4.440 -3.143
C 2.238 4.008 -1.981
C 2.071 2.700 -1.551
H 3.042 0.186 -3.755
H 3.584 -0.694 -5.974
H 2.158 -2.428 -7.004
H 0.189 -3.284 -5.780
H -0.343 -2.439 -3.542
H 2.187 0.733 1.034
H 4.236 0.410 2.336
H 6.027 -1.075 1.488
H 5.741 -2.218 -0.681
H 3.712 -1.875 -2.006
H 0.081 1.566 -4.036
H 0.369 3.878 -4.793
H 1.745 5.458 -3.484
H 2.859 4.684 -1.410
H 2.586 2.377 -0.649
*
```


This record from OMol25 describes a cluster of 3 separate species, C3H12N2O3 in total. The level of theory is ωB97M-V with the def2-TZVPD basis set.

Calculated values
* max |F|: 3.43 eV Å⁻¹
* DFT total energy: -456.72951 Ha
* HOMO: -9.2 eV
* SMILES: C[C@@H](N)C(N)=O.O.O

```
! wB97M-V def2-TZVPD RIJCOSX def2/J DEFGRID3
* xyz 0 1
C -1.352 -1.503 0.225
C -0.705 -0.263 -0.412
N -0.838 0.846 0.539
C 0.806 -0.368 -0.670
N 1.569 -1.469 -0.368
O 1.422 0.661 -1.118
H -0.779 -1.717 1.254
H -1.191 -2.332 -0.453
H -2.408 -1.415 0.463
H -1.340 0.015 -1.376
H -1.883 1.002 0.725
H -0.511 1.671 0.071
H 2.528 -1.452 -0.652
H 1.166 -2.401 -0.028
O 1.266 -0.166 2.262
H 0.594 0.503 2.273
H 2.088 0.287 2.068
O -0.393 2.623 -1.336
H 0.467 2.145 -1.576
H -0.506 3.331 -1.889
*
```


This record from OMol25 describes a structure of composition C63H65BGeN6O3ScTe. The level of theory is ωB97M-V with the def2-TZVPD basis set.

Calculated values
* max |F|: 0.61 eV Å⁻¹
* DFT total energy: -6124.67009 Ha
* HOMO (alpha / beta): -0.6 / -2.1 eV

```
! wB97M-V def2-TZVPD RIJCOSX def2/J DEFGRID3
* xyz -2 2
Sc 0.121 -0.265 -0.015
C -0.877 0.333 4.190
C 0.041 -0.421 4.949
C 1.169 -0.890 4.355
C 1.423 -0.654 2.964
N 0.488 0.009 2.230
C -0.592 0.503 2.861
N 2.609 -1.041 2.503
C 2.959 -1.053 1.218
N 2.165 -1.079 0.097
C 2.976 -1.228 -1.005
N 2.652 -1.486 -2.272
C 1.410 -1.780 -2.667
C 1.278 -2.285 -3.998
C 0.067 -2.678 -4.478
C -1.066 -2.576 -3.648
C -0.886 -2.060 -2.391
N 0.296 -1.651 -1.890
C 4.354 -1.214 -0.579
C 5.558 -1.288 -1.283
C 6.733 -1.264 -0.563
C 6.721 -1.177 0.848
C 5.534 -1.113 1.546
C 4.341 -1.134 0.819
H -1.772 0.763 4.618
H -0.138 -0.614 6.002
H 1.919 -1.450 4.896
H -1.261 1.086 2.238
H 2.183 -2.345 -4.585
H -0.018 -3.066 -5.487
H -2.050 -2.886 -3.971
H -1.717 -1.969 -1.705
H 5.550 -1.355 -2.364
H 7.684 -1.308 -1.081
H 7.663 -1.156 1.384
H 5.509 -1.047 2.627
C 2.814 2.083 0.501
C 1.549 2.657 -0.115
O 1.524 3.891 -0.343
N 0.542 1.821 -0.403
Te -1.178 3.059 -0.921
C -3.048 4.075 -1.901
C -3.654 3.787 -3.130
C -3.207 2.647 -4.001
C -4.717 4.565 -3.599
C -5.169 5.677 -2.911
C -6.305 6.518 -3.431
C -4.554 5.982 -1.704
C -3.539 5.184 -1.183
C -3.049 5.516 0.209
C -0.212 3.504 -2.790
C 0.070 4.856 -3.027
C -0.219 5.945 -2.034
C 0.676 5.219 -4.228
C 1.018 4.287 -5.194
C 1.680 4.698 -6.481
C 0.766 2.952 -4.920
C 0.177 2.545 -3.726
C 0.044 1.083 -3.464
H 3.459 2.902 0.819
H 3.344 1.481 -0.241
H 2.592 1.436 1.349
H -2.850 1.808 -3.410
H -2.388 2.961 -4.649
H -4.028 2.291 -4.627
H -5.193 4.289 -4.537
H -6.686 6.123 -4.374
H -5.989 7.550 -3.603
H -7.136 6.548 -2.722
H -4.907 6.832 -1.125
H -3.587 6.382 0.601
H -1.980 5.729 0.240
H -3.225 4.681 0.891
H 0.276 5.722 -1.088
H -1.288 6.051 -1.863
H 0.156 6.899 -2.412
H 0.889 6.270 -4.404
H 1.659 5.782 -6.604
H 1.183 4.249 -7.343
H 2.725 4.379 -6.505
H 1.045 2.189 -5.642
H 0.164 0.498 -4.376
H -0.892 0.811 -2.979
H 0.847 0.805 -2.780
C -0.696 -5.008 -0.419
C -1.491 -4.454 0.761
C -2.649 -5.383 1.083
O -2.022 -3.184 0.343
B -1.178 -2.147 0.775
O -0.324 -2.689 1.752
C -0.594 -4.078 1.980
C 0.743 -4.804 2.041
C -1.301 -4.183 3.327
H -1.364 -5.108 -1.276
H -0.263 -5.986 -0.197
H 0.104 -4.324 -0.703
H -3.239 -5.549 0.180
H -3.304 -4.957 1.839
H -2.282 -6.352 1.435
H 1.356 -4.566 1.174
H 0.608 -5.888 2.097
H 1.285 -4.477 2.930
H -2.250 -3.647 3.310
H -0.664 -3.718 4.081
H -1.485 -5.223 3.612
C -2.094 1.159 -0.642
Ge -4.010 0.889 -0.659
C -5.390 2.129 0.108
C -5.839 3.260 -0.577
C -6.814 4.098 -0.054
C -7.378 3.827 1.183
C -6.961 2.703 1.880
C -5.987 1.869 1.345
C -4.399 -0.748 0.375
C -5.260 -1.725 -0.114
C -5.649 -2.803 0.672
C -5.179 -2.924 1.970
C -4.304 -1.969 2.471
C -3.923 -0.900 1.677
C -4.676 0.503 -2.484
C -3.887 -0.301 -3.307
C -4.266 -0.608 -4.605
C -5.460 -0.114 -5.113
C -6.266 0.677 -4.310
C -5.877 0.978 -3.009
H -1.851 1.118 0.435
H -5.429 3.498 -1.549
H -7.122 4.970 -0.620
H -8.133 4.484 1.600
H -7.396 2.468 2.845
H -5.702 0.992 1.910
H -5.640 -1.649 -1.127
H -6.316 -3.554 0.264
H -5.479 -3.766 2.584
H -3.906 -2.062 3.475
H -3.238 -0.169 2.090
H -2.938 -0.662 -2.933
H -3.620 -1.217 -5.226
H -5.757 -0.342 -6.130
H -7.200 1.069 -4.696
H -6.529 1.588 -2.401
*
```


This record from OMol25 describes the ion C6H12N2O2S2 with charge +2. The level of theory is ωB97M-V with the def2-TZVPD basis set.

Calculated values
* max |F|: 3.27 eV Å⁻¹
* DFT total energy: -1291.54338 Ha
* HOMO: -16.6 eV
* SMILES: [NH3+]C1=C[C@](O)(S)C([NH3+])=C[C@]1(O)S

```
! wB97M-V def2-TZVPD RIJCOSX def2/J DEFGRID3
* xyz 2 1
N -2.087 1.929 -0.288
C -0.958 1.013 -0.114
C 0.306 1.408 -0.188
C 1.457 0.476 -0.048
O 2.439 0.814 0.837
S 2.153 0.136 -1.784
C 0.941 -1.018 0.399
N 2.089 -1.881 0.592
C -0.335 -1.343 0.496
C -1.432 -0.393 0.136
O -2.485 -0.316 1.020
S -2.029 -0.992 -1.591
H -1.806 2.916 -0.231
H -2.786 1.707 0.446
H -2.551 1.761 -1.198
H 0.564 2.438 -0.395
H 2.690 1.749 0.791
H 3.090 1.082 -1.748
H 2.769 -1.648 -0.164
H 1.852 -2.883 0.550
H 2.553 -1.669 1.492
H -0.654 -2.337 0.783
H -2.765 -1.179 1.353
H -3.016 -1.773 -1.147
*
```


This record from OMol25 describes a structure of composition C4H11NS. The level of theory is ωB97M-V with the def2-TZVPD basis set.

Calculated values
* max |F|: 11.40 eV Å⁻¹
* DFT total energy: -611.73247 Ha
* HOMO: -8.1 eV

```
! wB97M-V def2-TZVPD RIJCOSX def2/J DEFGRID3
* xyz 0 1
C 0.710 1.191 -1.665
C -0.184 0.160 0.346
C -1.006 0.898 1.542
C -0.083 -1.282 0.629
H 0.954 2.058 -2.696
H 1.248 0.148 -1.881
H 1.268 1.602 -0.640
H 0.919 0.595 0.491
H -1.025 2.089 1.274
H -1.991 0.327 1.533
H -0.408 1.024 2.590
H -1.097 -1.836 0.815
H 0.736 -1.647 1.345
H 0.949 -2.442 -0.635
H -0.533 -1.736 -1.276
N 0.479 -1.593 -0.752
S -0.936 0.444 -1.018
*
```


This record from OMol25 describes a structure of composition C4H6P2. The level of theory is ωB97M-V with the def2-TZVPD basis set.

Calculated values
* max |F|: 5.95 eV Å⁻¹
* DFT total energy: -838.56252 Ha
* HOMO: -8.5 eV

```
! wB97M-V def2-TZVPD RIJCOSX def2/J DEFGRID3
* xyz 0 1
C 0.824 -0.268 1.386
C 1.123 0.127 0.101
C -0.457 -0.479 1.852
C 0.136 0.659 -0.593
P -1.803 -0.014 0.722
P 0.038 1.177 -2.333
H 1.716 -0.697 1.958
H 2.158 0.211 -0.360
H -0.866 -1.063 2.709
H -1.423 -1.033 -0.041
H -1.398 1.520 -2.565
H -0.050 -0.139 -2.835
*
```


This record from OMol25 describes a structure of composition C32H48AlAs3N8O3. The level of theory is ωB97M-V with the def2-TZVPD basis set.

Calculated values
* max |F|: 0.61 eV Å⁻¹
* DFT total energy: -8861.32080 Ha
* HOMO: -12.5 eV

```
! wB97M-V def2-TZVPD RIJCOSX def2/J DEFGRID3
* xyz 2 1
Al 0.356 -1.432 -1.297
N -1.938 -1.634 2.178
C -1.487 -0.909 1.164
N -0.716 -1.681 0.411
C -0.763 -2.900 1.034
N -1.488 -2.907 2.117
C -0.120 -4.021 0.355
C -0.070 -5.333 0.794
N 0.485 -6.275 0.039
C 0.964 -5.909 -1.145
C 0.920 -4.590 -1.588
N 0.386 -3.646 -0.822
H -2.547 -1.352 2.934
H -1.729 0.126 0.988
H -0.479 -5.623 1.753
H 1.394 -6.685 -1.765
H 1.303 -4.280 -2.550
C 3.895 -2.528 -1.778
As 2.821 -1.783 -0.339
C 3.071 -3.162 1.011
C 4.090 -0.387 0.215
C 3.867 0.598 1.383
C 3.348 -0.153 2.608
C 2.923 1.741 1.012
As 0.997 1.375 0.921
C 0.483 3.161 0.311
C 0.534 1.630 2.810
C 5.281 1.171 1.650
As 5.800 2.673 2.865
C 5.145 4.234 1.864
C 4.446 2.688 4.288
H 4.936 -2.530 -1.454
H 3.802 -1.939 -2.688
H 3.587 -3.551 -1.981
H 4.125 -3.184 1.284
H 2.801 -4.129 0.589
H 2.475 -2.973 1.901
H 4.331 0.162 -0.700
H 4.972 -0.991 0.450
H 2.383 -0.632 2.400
H 3.207 0.516 3.453
H 4.049 -0.932 2.912
H 3.217 2.184 0.055
H 3.010 2.527 1.760
H 0.878 3.907 0.999
H -0.602 3.253 0.270
H 0.892 3.352 -0.682
H 1.224 2.340 3.264
H 0.576 0.697 3.369
H -0.472 2.045 2.876
H 5.712 1.504 0.699
H 5.917 0.345 1.981
H 5.451 4.160 0.821
H 5.626 5.115 2.287
H 4.067 4.376 1.918
H 4.520 1.790 4.899
H 3.426 2.809 3.924
H 4.684 3.540 4.923
C 0.254 -1.903 -4.251
O 0.553 -2.032 -2.890
C 1.703 0.108 -2.431
O 2.417 0.437 -3.233
H 0.163 -2.887 -4.715
H 1.044 -1.357 -4.776
H -0.689 -1.368 -4.404
C -4.897 3.466 2.076
C -5.294 2.636 0.886
C -5.760 3.225 -0.283
C -6.133 2.458 -1.376
C -6.058 1.073 -1.323
N -6.472 0.333 -2.460
C -6.014 -0.867 -2.952
O -6.700 -1.605 -3.608
N -4.678 -1.241 -2.664
C -3.542 -0.448 -2.614
C -3.458 0.840 -3.152
C -2.283 1.549 -3.012
C -1.202 0.970 -2.374
N -1.253 -0.276 -1.893
C -2.400 -0.960 -2.012
C -5.625 0.462 -0.150
C -5.242 1.243 0.929
H -5.157 4.513 1.931
H -3.820 3.416 2.253
H -5.397 3.120 2.981
H -5.846 4.303 -0.341
H -6.494 2.941 -2.277
H -7.348 0.605 -2.881
H -4.545 -2.232 -2.800
H -4.300 1.267 -3.675
H -2.197 2.551 -3.408
H -0.286 1.520 -2.229
H -2.414 -1.968 -1.613
H -5.633 -0.617 -0.069
H -4.960 0.757 1.858
*
```


This record from OMol25 describes a structure of composition C18H23MgN5O3. The level of theory is ωB97M-V with the def2-TZVPD basis set.

Calculated values
* max |F|: 1.92 eV Å⁻¹
* DFT total energy: -1398.93858 Ha
* HOMO: -12.8 eV

```
! wB97M-V def2-TZVPD RIJCOSX def2/J DEFGRID3
* xyz 2 1
C 1.385 3.711 -0.053
C 0.588 4.674 -0.840
H 2.448 3.989 0.021
H 1.067 3.816 0.989
C -0.606 4.288 -1.332
C -1.069 2.822 -1.334
H -0.897 2.407 -2.342
H -2.163 2.797 -1.159
C 1.169 6.028 -1.073
H 2.162 6.116 -0.602
H 0.539 6.812 -0.619
H 1.297 6.252 -2.153
C -1.449 5.333 -1.976
H -0.992 5.732 -2.902
H -1.538 6.213 -1.312
H -2.458 4.970 -2.204
Mg 0.227 -2.594 -0.100
O 0.161 -0.419 -0.503
C -0.595 0.469 -0.035
O -1.148 -2.214 1.239
C -1.756 -1.152 1.483
O -2.757 -1.137 2.329
N -1.550 0.126 0.939
C -3.318 0.208 2.419
C -2.392 1.106 1.675
H -3.371 0.437 3.480
H -4.310 0.177 1.969
H -1.755 1.671 2.377
H -2.892 1.742 0.942
C -0.352 2.007 -0.283
C 1.141 2.316 -0.511
H -0.635 2.452 0.710
H 1.825 1.692 0.076
H 1.311 2.277 -1.602
N 0.508 -6.794 -0.303
C -0.781 -6.950 -0.802
C -1.301 -5.688 -0.926
N -0.359 -4.746 -0.552
C 0.727 -5.443 -0.164
C 1.933 -4.810 0.364
N 2.034 -3.477 0.542
C 3.303 -3.240 1.055
C 3.969 -4.432 1.176
N 3.091 -5.414 0.741
H 1.185 -7.524 -0.072
H -1.199 -7.920 -0.991
H -2.263 -5.386 -1.285
H 3.620 -2.238 1.284
H 4.956 -4.650 1.520
H 3.258 -6.416 0.696
*
```


This record from OMol25 describes an isolated molecule of C3H8. The level of theory is ωB97M-V with the def2-TZVPD basis set.

Calculated values
* max |F|: 2.67 eV Å⁻¹
* DFT total energy: -119.07305 Ha
* HOMO: -11.3 eV
* SMILES: CCC

```
! wB97M-V def2-TZVPD RIJCOSX def2/J DEFGRID3
* xyz 0 1
C 0.268 -1.218 -0.078
C -0.665 -0.015 -0.039
C 0.156 1.295 0.049
H 0.736 -1.381 0.958
H -0.117 -2.242 -0.521
H 1.090 -1.115 -0.782
H -1.294 0.002 -0.897
H -1.273 -0.071 0.918
H -0.587 2.177 0.336
H 0.799 1.467 -0.831
H 0.887 1.102 0.886
*
```


This record from OMol25 describes an isolated molecule of C2H2BrN. The level of theory is ωB97M-V with the def2-TZVPD basis set.

Calculated values
* max |F|: 4.47 eV Å⁻¹
* DFT total energy: -2706.11910 Ha
* HOMO: -11.2 eV
* SMILES: N#CCBr

```
! wB97M-V def2-TZVPD RIJCOSX def2/J DEFGRID3
* xyz 0 1
N 0.639 -1.474 1.750
C 0.359 -0.787 0.837
C -0.083 0.280 -0.550
Br -1.129 1.722 0.120
H -0.658 -0.350 -1.214
H 0.873 0.609 -0.943
*
```